No. 1
C17H27F7N6P | ωB97M-V with the def2-TZVPD basis set

Geometry as ORCA input:
```
! RIJCOSX wB97M-V def2-TZVPD def2/J DEFGRID3
* xyz -1 1
N -3.24 -0.71 -2.71
C -2.67 -1.73 -1.83
N -1.23 -1.79 -2.07
N -3.22 -3.06 -2.21
C -2.99 -1.47 -0.37
P -2.37 0.19 0.33
C -1.83 1.95 1.08
F -2.48 2.16 2.27
F -2.20 2.99 0.27
C -0.36 2.17 1.44
F -0.21 3.39 2.05
F 0.05 1.24 2.33
C 0.63 2.17 0.22
F 0.03 2.11 -0.97
F 1.42 3.28 0.24
F 1.48 1.12 0.33
H -4.01 -0.25 -2.24
H -2.54 -0.01 -2.89
H -0.96 -2.75 -1.93
H -0.76 -1.26 -1.35
H -4.15 -2.89 -2.57
H -2.71 -3.35 -3.05
H -4.07 -1.49 -0.23
H -2.59 -2.31 0.20
H -3.04 -0.09 1.60
H -3.60 0.88 -0.15
H -1.72 0.56 -0.93
H -1.11 -0.42 0.81
N 4.35 1.03 1.04
C 5.23 1.95 1.52
C 6.22 1.29 2.19
C 5.93 -0.10 2.11
C 4.76 -0.23 1.40
H 3.52 1.24 0.52
H 5.07 3.00 1.35
H 7.06 1.74 2.69
H 6.50 -0.91 2.53
H 4.19 -1.10 1.11
N -3.63 -6.19 -3.93
C -4.86 -5.80 -3.48
C -5.73 -5.83 -4.54
C -4.99 -6.26 -5.68
C -3.70 -6.48 -5.27
H -2.81 -6.25 -3.37
H -5.00 -5.52 -2.45
H -6.77 -5.56 -4.50
H -5.36 -6.39 -6.68
H -2.83 -6.80 -5.81
N 5.28 4.92 4.69
C 4.33 4.08 4.17
C 3.34 4.85 3.62
C 3.72 6.21 3.80
C 4.91 6.22 4.46
H 6.12 4.63 5.15
H 4.44 3.01 4.24
H 2.46 4.48 3.13
H 3.16 7.08 3.48
H 5.53 7.04 4.79
*
```

Summary:
E_tot = -55317.251 eV
energy relative to the best compared isomer or geometry (same formula, charge and spin) = 5.4 kcal per mole
HOMO energy = -0.16065 Ha
orbital gap = 6.85 eV
molecular weight = 479.4 u

No. 2
C16H23N7O4 | ωB97M-V with the def2-TZVPD basis set

Geometry as ORCA input:
```
! RIJCOSX wB97M-V def2-TZVPD def2/J DEFGRID3
* xyz 0 1
C -2.79 -0.24 4.62
C -1.96 -0.66 3.41
H -0.91 -0.92 3.73
H -2.34 -1.47 2.96
O -1.84 0.54 2.56
C -0.79 1.29 2.84
O -0.10 1.27 3.91
C -0.66 2.42 1.53
N -1.32 1.97 0.37
C -0.84 0.96 -0.42
N -1.34 0.35 -1.45
C -0.74 -0.37 -2.18
N -1.71 -0.94 -3.06
C -2.92 -0.83 -3.39
C -3.86 -1.58 -2.52
H -3.59 -1.67 -1.34
H -3.81 -2.78 -2.66
H -4.91 -1.53 -2.58
H -3.20 -0.86 -4.55
H -3.08 0.14 -3.00
C -0.89 -1.91 -4.02
C -0.18 -1.45 -5.20
H 0.21 -2.12 -5.97
H 0.50 -0.75 -4.89
H -1.02 -0.60 -6.00
H -1.69 -2.78 -4.39
H -0.24 -2.45 -3.35
N 0.51 -0.79 -2.17
C 1.08 -0.24 -0.94
N 0.47 0.64 -0.19
O 2.41 -0.47 -1.04
C 3.17 0.10 0.02
N 2.78 0.72 0.94
N 3.56 1.21 1.99
C 4.96 0.85 2.00
O 5.83 1.19 2.66
C 5.38 0.11 0.79
C 4.56 -0.73 -0.01
H 4.85 -1.14 -0.90
H 6.62 -0.42 0.87
C 2.99 1.88 2.95
H 3.95 1.83 3.86
H 3.04 3.06 2.62
H 2.05 1.69 3.35
H -2.26 1.96 0.37
H -1.24 3.25 1.84
H 0.24 2.37 1.35
H -3.11 -1.00 5.36
H -3.68 0.23 4.11
H -2.16 0.67 5.20
*
```

Summary:
E_tot = -35572.277 eV
energy relative to the best compared isomer or geometry (same formula, charge and spin) = 343.9 kcal per mole
HOMO energy = -0.30462 Ha
orbital gap = 8.10 eV
molecular weight = 377.4 u

No. 3
C24H30N2P2Sn | ωB97M-V with the def2-TZVPD basis set

Geometry as ORCA input:
```
! RIJCOSX wB97M-V def2-TZVPD def2/J DEFGRID3
* xyz 2 1
C 2.41 -2.32 -3.82
C 1.16 -1.97 -3.36
C 0.39 -2.98 -2.65
C 1.12 -4.02 -1.95
C 2.53 -4.06 -2.18
C 3.12 -3.37 -3.21
C 0.44 -4.72 -0.94
C -0.89 -4.40 -0.64
C -1.53 -3.35 -1.42
C -2.72 -2.72 -0.91
C -3.47 -3.40 0.03
C -2.91 -4.45 0.77
C -1.59 -4.82 0.54
H 2.88 -1.68 -4.57
H 3.14 -4.65 -1.49
H 4.14 -3.55 -3.52
H 1.02 -5.31 -0.22
H -4.47 -3.04 0.25
H -3.50 -4.91 1.56
H -1.04 -5.41 1.28
N -0.91 -2.80 -2.47
Sn 0.27 -0.19 1.68
C 0.61 -0.56 -3.43
H -0.48 -0.56 -3.58
H 1.12 -0.01 -4.23
C -3.00 -1.30 -1.31
H -2.70 -1.13 -2.35
H -4.05 -1.07 -1.13
P 0.94 0.40 -1.82
P -2.03 -0.07 -0.26
C -3.09 -0.02 1.25
H -2.73 0.77 1.93
H -4.13 0.20 0.96
H -3.05 -0.98 1.77
C -2.62 1.51 -1.04
H -3.67 1.68 -0.75
H -2.00 2.36 -0.69
H -2.55 1.43 -2.14
C 2.77 0.59 -1.96
H 3.02 0.99 -2.95
H 3.11 1.29 -1.18
H 3.25 -0.39 -1.81
C 0.52 2.11 -2.35
H 0.62 2.76 -1.47
H 1.23 2.44 -3.12
H -0.50 2.16 -2.74
H 0.99 0.12 0.21
H 1.29 -0.86 2.93
C 1.96 4.51 2.28
C 2.83 3.44 2.13
C 2.40 2.18 1.75
N 1.07 1.92 1.56
C 0.21 2.95 1.58
C 0.62 4.23 1.96
H 2.27 5.49 2.62
H 3.87 3.57 2.36
H 3.10 1.34 1.66
H -0.84 2.74 1.37
H -0.12 4.99 2.04
*
```

Summary:
E_tot = -52745.172 eV
HOMO energy (spin up / spin down) = -0.47124 / -0.46928 Ha
orbital gap (spin up / spin down) = 4.31 / 3.85 eV
molecular weight = 527.2 u